No. 1
This record from the Open Molecules 2025 dataset describes a structure of composition C64H168As2F12N10O10 in a non-equilibrium geometry. The level of theory is ωB97M-V/def2-TZVPD.

Computed properties:
Largest force on an atom = 4.22 eV/A
LUMO level = -13.297 eV
Net charge = +8
E_HOMO = -21.473 eV
Molecular weight = 1615.93 g mol⁻¹

Structure (XYZ):
```
266
C64H168As2F12N10O10 | the Open Molecules 2025 dataset | ωB97M-V/def2-TZVPD
C 4.61634 1.83443 -1.25090
C 4.81042 3.26960 -2.01023
N 3.85517 4.44233 -1.56766
C 2.41162 3.88702 -1.99000
C 4.12377 4.69689 -0.08148
C 3.16101 5.68355 0.59672
C 4.04746 5.66457 -2.54774
C 3.11963 6.85595 -2.53142
O 1.77278 6.60560 -3.05985
C 0.94909 7.76291 -3.18012
H 5.28711 1.10072 -1.69791
H 3.60528 1.42725 -1.24365
H 4.94751 1.91156 -0.21530
H 4.52093 3.12589 -3.05121
H 5.86849 3.52111 -1.93712
H 2.16437 2.95719 -1.47776
H 2.29131 3.77558 -3.06758
H 1.63125 4.58090 -1.67751
H 5.16795 4.98797 -0.19582
H 3.97176 3.73689 0.41187
H 3.66768 6.36220 1.28290
H 2.31219 5.08009 0.91832
H 2.67578 6.37279 -0.09437
H 4.10916 5.40721 -3.60513
H 5.02861 5.99100 -2.20293
H 3.60602 7.52082 -3.24519
H 3.18011 7.44508 -1.61635
H 0.99998 8.33826 -4.10450
H 1.18308 8.48502 -2.39788
H -0.06031 7.35344 -3.21951
C 5.12774 -1.46078 -5.67678
C 4.00351 -2.50765 -5.91179
N 2.96028 -2.14214 -6.97869
C 3.65163 -2.52136 -8.32250
C 1.63780 -3.04469 -6.90003
C 1.91385 -4.59599 -6.97546
C 2.52896 -0.68937 -7.15432
C 1.66765 -0.19032 -6.02823
O 2.36538 -0.41168 -4.78700
C 1.81912 0.12704 -3.56146
H 5.76965 -1.77736 -4.85469
H 4.68480 -0.50217 -5.40666
H 5.72079 -1.41797 -6.59033
H 3.37311 -2.53444 -5.02299
H 4.39286 -3.51463 -6.06178
H 4.43753 -1.76887 -8.38743
H 2.96227 -2.22668 -9.11372
H 3.94823 -3.56980 -8.35276
H 1.05467 -2.84955 -7.80002
H 1.13741 -2.66915 -6.00747
H 2.11530 -4.95742 -7.98387
H 0.98045 -5.10225 -6.72932
H 2.55643 -4.87791 -6.14137
H 2.06630 -0.49647 -8.12222
H 3.44838 -0.10888 -7.07829
H 0.67398 -0.61389 -5.88223
H 1.30362 0.83590 -6.07799
H 1.10651 -0.59247 -3.15822
H 1.36709 1.10013 -3.75343
H 2.58961 0.34617 -2.82226
C -4.48358 8.19119 -2.08765
C -4.64630 7.30630 -0.86556
N -4.50081 5.77488 -1.17770
C -5.56977 5.49985 -2.17439
C -3.09751 5.43476 -1.73926
C -1.96164 5.86944 -0.81572
C -4.81278 5.00533 0.19753
C -4.46067 3.47080 0.36591
O -5.10390 2.74820 -0.63015
C -4.92973 1.39076 -0.58945
H -5.19118 8.16241 -2.91624
H -3.51885 7.99325 -2.55481
H -4.36363 9.24108 -1.82040
H -5.54225 7.50573 -0.27768
H -3.88511 7.54319 -0.12221
H -6.55850 5.79481 -1.82294
H -5.46874 4.46622 -2.50528
H -5.22797 5.98353 -3.08944
H -3.05981 6.02880 -2.65238
H -3.00826 4.39885 -2.06638
H -2.04259 6.95066 -0.70393
H -0.93910 5.66939 -1.13589
H -1.91583 5.37813 0.15619
H -5.86945 5.16128 0.41482
H -4.14794 5.49389 0.90984
H -4.67670 3.00172 1.32580
H -3.40649 3.28409 0.16108
H -3.92536 1.06342 -0.85815
H -5.36671 0.89875 -1.45840
H -5.37163 0.87457 0.26282
C 8.68293 -5.19898 -2.24318
C 7.28300 -5.23237 -2.93868
N 6.88189 -6.66351 -3.46196
C 8.08406 -7.27918 -4.24260
C 6.62367 -7.58778 -2.30886
C 6.12764 -8.94617 -2.67327
C 5.68016 -6.49058 -4.45523
C 4.39450 -6.12839 -3.78995
O 4.28629 -4.90870 -3.08396
C 3.04261 -4.49005 -2.78828
H 9.45240 -5.49449 -2.95641
H 8.81366 -5.94360 -1.45796
H 8.89172 -4.21745 -1.81761
H 7.32213 -4.58138 -3.81204
H 6.49211 -4.80794 -2.32023
H 8.36050 -6.44907 -4.89268
H 7.81989 -8.16000 -4.82781
H 9.00992 -7.52227 -3.72126
H 5.93266 -7.06808 -1.64514
H 7.48783 -7.63057 -1.64591
H 6.16077 -9.50815 -1.73990
H 6.85429 -9.51654 -3.25185
H 5.14084 -9.08040 -3.11633
H 5.62354 -7.49001 -4.88658
H 6.02626 -5.72874 -5.15372
H 4.13143 -6.82348 -2.99262
H 3.58557 -6.18076 -4.51865
H 2.66556 -4.10379 -3.73524
H 3.05881 -3.73039 -2.00677
H 2.43915 -5.27661 -2.33524
C -7.03429 2.18518 4.76214
C -5.60460 1.64533 4.57828
N -5.54014 0.06635 4.75533
C -6.67874 -0.63535 3.97225
C -4.16463 -0.48628 4.15752
C -3.72135 0.03299 2.69941
C -5.64562 -0.46843 6.26216
C -4.75836 0.20390 7.25116
O -5.05700 1.51850 7.53718
C -4.40292 2.11647 8.65823
H -6.92281 3.26915 4.78808
H -7.24032 1.85485 5.78024
H -7.78271 1.86851 4.03572
H -4.94859 2.09785 5.32190
H -5.22907 1.96142 3.60505
H -6.73999 -0.23485 2.96035
H -7.67325 -0.35577 4.31994
H -6.47351 -1.70570 3.95405
H -4.43460 -1.54229 4.16537
H -3.34588 -0.49730 4.87699
H -4.54522 -0.06908 1.99306
H -2.90587 -0.62560 2.40049
H -3.41540 1.07765 2.75567
H -5.38881 -1.52752 6.28389
H -6.67020 -0.33839 6.61063
H -3.71233 0.08321 6.96947
H -4.98611 -0.35268 8.16024
H -4.80145 3.12008 8.80669
H -3.32100 2.21476 8.56938
H -4.71161 1.63423 9.58574
C -3.61872 -2.90078 -0.24206
C -3.35628 -4.24158 -0.87720
N -2.61671 -5.28576 0.05821
C -2.54231 -6.58769 -0.67245
C -1.15950 -4.76394 0.31736
C -0.30853 -5.79664 1.09954
C -3.33474 -5.43786 1.43349
C -4.79968 -5.96503 1.46101
O -5.65216 -5.08256 0.68122
C -7.08928 -5.33533 0.94521
H -4.01800 -2.95620 0.77066
H -4.25994 -2.33901 -0.92128
H -2.68159 -2.35069 -0.15655
H -2.75380 -4.28184 -1.78466
H -4.27100 -4.75261 -1.17758
H -1.76956 -6.35872 -1.40629
H -3.53021 -7.00360 -0.87040
H -2.06831 -7.26746 0.03560
H -1.18127 -3.74485 0.70343
H -0.70305 -4.71937 -0.67147
H 0.64616 -5.29338 1.25249
H -0.07867 -6.78201 0.69419
H -0.69079 -5.95076 2.10862
H -3.30563 -4.45808 1.91024
H -2.68468 -6.09652 2.00942
H -5.27453 -6.01492 2.44089
H -4.94893 -6.92259 0.96212
H -7.30846 -6.35376 0.62451
H -7.72696 -4.74798 0.28454
H -7.39378 -5.04994 1.95214
C -1.41720 7.72666 3.08786
C -1.52490 6.39639 3.79273
C -0.31839 5.44221 3.39020
O -0.46915 4.10919 4.00573
C 0.51934 3.14203 3.64590
N -1.54606 6.68881 5.27369
H -1.38190 5.79684 5.71815
H -0.90606 7.42333 5.54011
H -2.47608 6.96374 5.55581
H -0.42688 8.14270 3.27303
H -2.22810 8.43924 3.23871
H -1.54342 7.59950 2.01268
H -2.49574 5.98201 3.52095
H 0.69853 5.77977 3.59023
H -0.34139 5.23949 2.31947
H 1.51793 3.57428 3.70966
H 0.38589 2.97293 2.57740
H 0.23444 2.16241 4.02966
C 4.00911 0.07598 6.75980
C 2.79532 0.94903 6.57566
C 1.44881 0.31780 6.30186
O 0.42258 1.22034 6.41799
C -0.90700 0.71431 6.66168
N 2.71591 1.78559 7.86612
H 3.54765 2.24142 8.21328
H 2.01626 2.50875 7.77870
H 2.37980 1.20291 8.61952
H 4.13594 -0.43725 5.80660
H 3.75000 -0.70149 7.47848
H 4.92194 0.48284 7.19491
H 3.00384 1.70225 5.81588
H 1.48209 -0.56077 6.94614
H 1.38292 -0.14054 5.31509
H -1.70642 1.41458 6.41953
H -0.96393 0.32980 7.68001
H -1.03061 -0.13926 5.99516
C -3.71495 1.56966 -3.98978
C -4.05445 0.52913 -5.09858
C -4.63239 -0.79753 -4.44098
O -5.83940 -0.55487 -3.65120
C -6.43795 -1.79262 -3.23095
N -5.09249 1.01855 -6.09028
H -5.46918 0.15881 -6.46318
H -5.84909 1.43969 -5.57040
H -4.84778 1.74474 -6.74820
H -2.92974 1.23853 -3.31015
H -4.54882 1.85603 -3.34887
H -3.45126 2.48165 -4.52536
H -3.17044 0.34806 -5.71001
H -3.98147 -1.45145 -3.86064
H -4.89075 -1.44500 -5.27891
H -6.77407 -2.49798 -3.99096
H -7.32742 -1.49119 -2.67771
H -5.69595 -2.37978 -2.68988
C 7.38742 -0.36893 1.55763
C 6.41569 -1.23986 2.30367
C 4.88558 -0.91136 2.22839
O 4.08277 -2.00934 2.84688
C 2.65380 -1.72257 2.88517
N 6.61622 -2.66912 1.72965
H 5.78165 -3.07691 2.12627
H 6.54204 -2.65321 0.72251
H 7.48688 -3.07697 2.03901
H 7.12569 -0.20036 0.51303
H 8.44688 -0.59893 1.67047
H 7.30463 0.60168 2.04668
H 6.79415 -1.26324 3.32559
H 4.62621 -0.89827 1.16977
H 4.55152 -0.04531 2.79977
H 2.17549 -1.30665 1.99841
H 2.52175 -0.90931 3.59880
H 2.15074 -2.64082 3.18824
As -1.51375 -3.40264 5.44658
F -1.64965 -4.76904 6.60316
F 0.08897 -2.97405 6.04994
F -1.42965 -2.15590 4.20092
F -3.12019 -3.84453 4.74475
F -2.31083 -2.18852 6.50608
F -0.82828 -4.53516 4.21057
As -0.16313 1.52358 0.22732
F -1.62875 0.67570 -0.37022
F -0.29680 0.57184 1.76737
F 1.28603 2.36992 0.72844
F -0.03137 2.13276 -1.52486
F -1.17041 2.80305 0.79006
F 0.88510 0.19551 -0.33139
```

Atomic partial charges in e from the Mulliken method, atoms 1 to 4: number 1, C, carries -0.793; number 2, C, carries -0.676; number 3, N, carries 0.488; number 4, C, carries -0.263

No. 2
This record from the Open Molecules 2025 dataset describes a structure of composition C64H56N2O3P2PbSTe. The level of theory is ωB97M-V/def2-TZVPD.

Computed properties:
Expectation value of S² = 0.761
Largest force on an atom = 0.79 eV/A
LUMO level (spin up / spin down) = 2.134 / 2.126 eV
Multiplicity = 2
Net charge = -1
E_HOMO (spin up / spin down) = -3.697 / -4.700 eV
Molecular weight = 1329.98 g mol⁻¹

Structure (XYZ):
```
130
C64H56N2O3P2PbSTe | the Open Molecules 2025 dataset | ωB97M-V/def2-TZVPD
Pb 0.32382 -0.28105 -0.33694
O 2.66102 2.82807 2.34913
C 1.86237 1.87452 2.25908
O 2.01711 0.76815 1.66719
C 0.47516 2.05332 2.93428
P -0.81010 1.78666 1.64746
C -2.35860 1.31577 2.48836
C -3.57914 1.39850 1.81031
C -4.74298 0.89717 2.37296
C -4.70500 0.27182 3.61150
C -3.49363 0.14028 4.27457
C -2.33158 0.66194 3.72125
C -1.03697 3.52003 1.04701
C -2.21479 4.26399 1.07200
C -2.26362 5.54449 0.52742
C -1.13424 6.10919 -0.04378
C 0.05309 5.38701 -0.05871
C 0.09912 4.10728 0.47276
H 0.37897 3.04281 3.37375
H 0.38160 1.28519 3.70340
H -3.61500 1.80992 0.80740
H -5.67554 0.96639 1.82573
H -5.61007 -0.13991 4.04040
H -3.43821 -0.40098 5.21153
H -1.39254 0.51606 4.24221
H -3.10260 3.86553 1.54238
H -3.19267 6.10200 0.55958
H -1.17630 7.10466 -0.46938
H 0.95169 5.81790 -0.48469
H 1.04062 3.57037 0.45248
S -1.93607 1.00673 -4.44122
C -1.47220 2.48584 -3.72874
C -0.83988 2.30030 -2.53651
C -0.71953 0.92389 -2.14838
C -1.27247 0.11925 -3.10807
C -1.33831 -1.35215 -3.05974
C -2.04626 -2.12445 -3.98029
C -2.14387 -3.48717 -3.78479
C -1.53718 -4.06417 -2.67954
C -0.82626 -3.23860 -1.82992
N -0.70977 -1.92413 -2.03062
H -1.69158 3.41782 -4.23107
H -0.47536 3.13219 -1.94541
H -2.53472 -1.64425 -4.81821
H -2.71407 -4.09609 -4.47662
H -1.62071 -5.12124 -2.46786
H -0.34289 -3.62509 -0.93822
C 6.03525 -2.95145 -1.45757
C 5.24120 -2.36286 -0.48136
C 4.18986 -1.53404 -0.84928
C 3.93260 -1.27287 -2.19982
C 4.73396 -1.86543 -3.17183
C 5.77996 -2.70280 -2.80011
P 2.53713 -0.12234 -2.50182
C 2.11887 -0.29130 -4.26861
C 1.85667 -1.57548 -4.75809
C 1.35368 -1.76045 -6.03833
C 1.08189 -0.66211 -6.84505
C 1.30565 0.61740 -6.35683
C 1.81681 0.80386 -5.07768
C 3.37168 1.49151 -2.28587
C 3.23010 2.08549 -1.02907
C 3.89464 3.26957 -0.72390
C 4.69079 3.87388 -1.68615
C 4.84748 3.28265 -2.93850
C 4.20227 2.09127 -3.23454
H 6.85125 -3.60481 -1.17266
H 5.43125 -2.55262 0.56881
H 3.56585 -1.08278 -0.07826
H 4.54514 -1.67315 -4.22173
H 6.39941 -3.15977 -3.56286
H 2.03240 -2.43738 -4.12117
H 1.15894 -2.76337 -6.40022
H 0.68333 -0.80339 -7.84299
H 1.06351 1.47979 -6.96639
H 1.95059 1.80839 -4.69610
H 2.65384 1.60118 -0.24113
H 3.78816 3.68391 0.27414
H 5.20800 4.79899 -1.45861
H 5.48724 3.74598 -3.68087
H 4.35170 1.62330 -4.20156
C 3.47495 -1.66472 8.60019
C 2.85374 -1.79018 7.23046
C 3.64151 -1.88343 6.08966
C 3.08212 -2.00293 4.81904
C 4.01419 -2.05523 3.62522
C 1.68304 -2.05029 4.68898
Te 0.84281 -2.02993 2.58427
N -0.85520 -1.91689 1.25688
C -2.00297 -2.40528 1.75808
O -2.22555 -2.85032 2.89884
C -3.17446 -2.43986 0.79288
C -4.05076 -3.51787 0.86942
C -5.12936 -3.61600 -0.00132
C -5.36026 -2.61792 -0.94155
C -4.50200 -1.52636 -1.00795
C -3.41057 -1.44826 -0.15294
C 0.69210 -4.15246 2.63249
C 0.05101 -4.79021 3.69130
C -0.01459 -6.17273 3.75822
C 0.56472 -6.93815 2.75357
C 1.19725 -6.30904 1.69420
C 1.27252 -4.91605 1.60942
C 2.01440 -4.32430 0.42802
C 0.87419 -1.92826 5.82307
C -0.64332 -1.90856 5.77230
C 1.47673 -1.81033 7.07670
H 4.56390 -1.64850 8.53748
H 3.18737 -2.50168 9.24141
H 3.15298 -0.74683 9.09808
H 4.72404 -1.85071 6.18894
H 5.05316 -2.09415 3.95628
H 3.88426 -1.16913 2.99475
H 3.81768 -2.93347 3.00363
H -3.87063 -4.26955 1.62880
H -5.79992 -4.46529 0.06325
H -6.20501 -2.68787 -1.61684
H -4.67588 -0.73641 -1.73083
H -2.74479 -0.59445 -0.20908
H -0.41868 -4.19745 4.46437
H -0.52672 -6.64876 4.58547
H 0.51875 -8.02051 2.79203
H 1.65132 -6.90527 0.90837
H 1.86204 -4.93647 -0.46350
H 3.09064 -4.28814 0.61867
H 1.70279 -3.30653 0.20186
H -1.04147 -2.02344 4.76471
H -1.02285 -0.96863 6.18584
H -1.05839 -2.71322 6.38668
H 0.84173 -1.72262 7.95710
```

Atomic partial charges in e from the Mulliken method, atoms 1 to 4: number 1, Pb, carries 2.065; number 2, O, carries -0.835; number 3, C, carries -0.022; number 4, O, carries -0.177